# 1
Entry from the OMol25 dataset: the molecule C5H8O (ωB97M-V/def2-TZVPD).

Properties
max |F|	0.4	eV Å⁻¹
spin multiplicity	1
net charge	0
relative energy (zero: lowest compared OMol25 entry of this formula, charge and spin)	86.75	kcal/mol

Last column: Löwdin charge in e.
Geometry (Å):
C: 1.99 -0.40 0.17  -0.04
C: 0.67 0.14 -0.37  -0.46
O: -0.23 -0.96 -0.57  -0.12
C: -1.54 -0.46 -0.41  -0.20
C: -1.34 0.79 0.46  -0.20
C: 0.02 1.27 0.34  0.10
H: 2.39 -1.15 -0.51  0.08
H: 2.71 0.41 0.29  0.08
H: 1.82 -0.87 1.15  0.09
H: 0.86 0.67 -1.33  0.16
H: -2.00 -0.19 -1.38  0.12
H: -2.16 -1.24 0.05  0.12
H: -2.18 1.48 0.59  0.11
H: -1.01 0.52 1.50  0.16

# 2
Entry from the OMol25 dataset: a structure of composition C32H34CoFN3S3Si (ωB97M-V/def2-TZVPD).

Properties
max |F|	0.2	eV Å⁻¹
spin multiplicity	1
net charge	+1

Last column: Löwdin charge in e.
Geometry (Å):
Co: -0.72 1.18 0.11  -0.15
C: -5.75 -0.82 1.47  -0.17
Si: -5.85 1.04 1.44  0.51
C: -7.55 1.60 0.89  -0.18
C: -5.42 1.78 3.10  -0.17
C: -4.61 1.69 0.16  -0.21
C: -4.99 2.46 -0.93  -0.05
C: -4.06 2.95 -1.85  -0.04
C: -2.73 2.66 -1.67  -0.10
N: -2.34 1.92 -0.63  -0.09
C: -3.23 1.44 0.26  -0.63
S: -2.33 0.54 1.45  0.79
H: -6.46 -1.23 2.20  0.04
H: -4.75 -1.16 1.75  0.01
H: -6.00 -1.24 0.49  0.04
H: -8.29 1.24 1.61  0.04
H: -7.81 1.20 -0.09  0.04
H: -7.63 2.69 0.86  0.04
H: -6.11 1.43 3.86  0.04
H: -5.47 2.87 3.07  0.04
H: -4.41 1.50 3.41  0.01
H: -6.04 2.70 -1.07  0.10
H: -4.37 3.56 -2.69  0.11
H: -1.96 3.01 -2.34  0.12
S: 0.96 0.22 1.21  0.89
C: 1.15 -1.28 0.45  -0.56
N: 1.75 -2.29 1.02  -0.08
C: 1.98 -3.54 0.30  -0.08
C: 2.25 -3.24 -1.15  -0.09
N: 1.14 -2.44 -1.68  -0.07
C: 0.82 -2.63 -3.11  -0.10
C: 1.79 -1.89 -3.99  -0.21
C: 3.02 -2.46 -4.31  -0.05
C: 3.94 -1.77 -5.09  -0.07
C: 3.63 -0.50 -5.56  -0.07
C: 2.40 0.06 -5.26  -0.06
C: 1.48 -0.63 -4.48  -0.04
C: 0.60 -1.48 -0.95  -0.59
S: -0.65 -0.51 -1.49  0.86
C: 2.26 -2.27 2.41  -0.10
C: 3.76 -2.23 2.43  -0.23
C: 4.45 -1.15 1.89  -0.03
C: 5.83 -1.12 1.90  -0.06
C: 6.54 -2.18 2.45  -0.07
C: 5.87 -3.26 2.99  -0.07
C: 4.48 -3.29 2.98  -0.05
H: 1.12 -4.20 0.43  0.15
H: 2.85 -4.03 0.74  0.14
H: 2.30 -4.17 -1.72  0.14
H: 3.19 -2.70 -1.27  0.15
H: -0.20 -2.30 -3.27  0.09
H: 0.86 -3.70 -3.30  0.13
H: 3.26 -3.47 -3.97  0.11
H: 4.89 -2.23 -5.34  0.11
H: 4.34 0.03 -6.17  0.11
H: 2.15 1.04 -5.65  0.11
H: 0.52 -0.19 -4.26  0.09
H: 1.89 -3.18 2.89  0.14
H: 1.82 -1.41 2.91  0.09
H: 3.89 -0.31 1.48  0.10
H: 6.36 -0.27 1.48  0.11
H: 7.62 -2.16 2.46  0.11
H: 6.42 -4.08 3.43  0.11
H: 3.95 -4.13 3.41  0.12
F: 1.07 6.34 2.50  0.07
C: 0.60 5.18 2.02  -0.28
C: 0.55 4.99 0.66  0.00
C: 0.05 3.78 0.17  -0.10
C: -0.37 2.78 1.04  -0.30
C: -0.31 3.01 2.41  -0.12
C: 0.17 4.21 2.91  0.00
H: 0.88 5.78 -0.01  0.12
H: 0.00 3.65 -0.91  0.10
H: -0.65 2.25 3.11  0.08
H: 0.22 4.40 3.98  0.12

# 3
Entry from the OMol25 dataset: a structure of composition C4H6N4O at a distorted geometry (ωB97M-V/def2-TZVPD).

Properties
max |F|	5.5	eV Å⁻¹
spin multiplicity	1
net charge	0
relative energy (zero: lowest compared OMol25 entry of this formula, charge and spin)	70.79	kcal/mol

Last column: Löwdin charge in e.
Geometry (Å):
C: -0.12 -2.17 1.84  -0.19
C: 0.02 -0.52 0.64  -0.19
C: -0.68 2.19 0.85  -0.42
C: -0.23 1.42 -1.42  -0.12
N: -0.59 -0.97 1.72  0.10
N: 0.85 -1.32 0.05  0.10
N: 0.76 -2.43 0.86  0.03
N: -0.57 1.19 -0.03  0.00
O: -0.57 3.35 0.58  0.03
H: -0.35 -2.90 2.68  0.15
H: -0.78 1.82 1.83  0.10
H: -0.26 2.51 -1.67  0.08
H: 0.81 1.06 -1.52  0.08
H: -0.96 1.25 -2.33  0.11
H: 1.25 -3.28 0.73  0.13

# 4
Entry from the OMol25 dataset: the molecule C27H18N2O5 (ωB97M-V/def2-TZVPD).

Properties
max |F|	0.7	eV Å⁻¹
spin multiplicity	1
net charge	0
structure (SMILES)	Cc1ccc(C(=O)COC(=O)c2ccc3c(c2)C(=O)N(c2cccc4ncccc24)C3=O)cc1
relative energy (zero: lowest compared OMol25 entry of this formula, charge and spin)	0.42	kcal/mol

Last column: Löwdin charge in e.
Geometry (Å):
C: -2.38 -3.55 -1.56  -0.05
C: -3.29 -2.59 -0.87  -0.27
C: -4.40 -2.08 -1.53  -0.03
C: -5.24 -1.17 -0.92  0.00
C: -4.96 -0.73 0.38  -0.16
C: -3.87 -1.27 1.06  -0.03
C: -3.05 -2.19 0.44  -0.03
H: -2.20 -2.59 0.97  0.12
H: -3.67 -0.98 2.08  0.12
C: -5.82 0.31 0.97  -0.34
O: -7.02 0.35 0.86  0.13
C: -5.07 1.42 1.73  -0.06
H: -5.57 2.37 1.51  0.14
H: -5.11 1.23 2.80  0.15
O: -3.69 1.48 1.38  -0.02
C: -3.43 1.78 0.11  -0.45
O: -4.26 2.15 -0.68  0.15
C: -2.00 1.57 -0.24  -0.08
C: -1.54 2.05 -1.46  0.03
C: -0.24 1.83 -1.89  0.03
C: 0.58 1.09 -1.06  -0.06
C: 0.13 0.59 0.16  -0.05
C: -1.16 0.83 0.60  0.08
H: -1.51 0.44 1.54  0.13
C: 1.23 -0.18 0.79  -0.34
O: 1.23 -0.79 1.83  0.15
N: 2.30 -0.07 -0.08  0.09
C: 2.00 0.66 -1.24  -0.35
O: 2.74 0.85 -2.16  0.15
C: 3.56 -0.69 0.14  -0.14
C: 3.61 -2.06 0.29  0.01
C: 4.84 -2.70 0.49  -0.06
C: 6.00 -1.98 0.53  -0.01
C: 5.98 -0.58 0.39  -0.22
N: 7.14 0.09 0.45  0.11
C: 7.13 1.39 0.35  -0.14
C: 5.96 2.15 0.20  -0.04
C: 4.76 1.50 0.13  0.00
C: 4.73 0.09 0.21  -0.07
H: 3.83 2.06 0.03  0.12
H: 6.01 3.23 0.14  0.10
H: 8.10 1.88 0.39  0.11
H: 6.96 -2.45 0.68  0.11
H: 4.85 -3.77 0.61  0.11
H: 2.70 -2.64 0.25  0.12
H: 0.12 2.21 -2.83  0.13
H: -2.23 2.61 -2.08  0.13
H: -6.09 -0.76 -1.43  0.13
H: -4.61 -2.39 -2.55  0.12
H: -1.90 -3.07 -2.42  0.08
H: -1.60 -3.91 -0.89  0.07
H: -2.94 -4.41 -1.93  0.08

# 5
Entry from the OMol25 dataset: a cluster of 6 separate species, C9H30O6 in total at a distorted geometry (ωB97M-V/def2-TZVPD).

Properties
max |F|	3.3	eV Å⁻¹
spin multiplicity	1
net charge	0
structure (SMILES)	CCO.CCO.CCO.CO.CO.CO
relative energy (zero: lowest compared OMol25 entry of this formula, charge and spin)	90.39	kcal/mol

Last column: Löwdin charge in e.
Geometry (Å):
C: -1.79 -0.04 0.56  -0.17
O: -1.46 0.67 -0.62  -0.13
H: -1.21 0.40 1.37  0.08
H: -2.85 0.11 0.74  0.08
H: -1.54 -1.09 0.42  0.07
H: -2.09 0.45 -1.31  0.07
C: -0.53 -7.25 -0.15  -0.20
O: -0.83 -7.77 -1.40  -0.11
H: -1.45 -7.05 0.41  0.08
H: 0.14 -7.92 0.39  0.08
H: 0.04 -6.32 -0.17  0.08
H: -1.00 -8.70 -1.25  0.08
C: -1.40 7.97 -2.10  -0.14
O: -2.53 8.89 -2.19  -0.14
H: -0.61 8.23 -2.80  0.07
H: -1.00 7.82 -1.10  0.07
H: -1.87 7.05 -2.45  0.08
H: -2.20 9.78 -2.05  0.06
C: -6.98 -2.49 -3.77  -0.09
C: -6.69 -1.45 -4.83  -0.35
O: -5.48 -0.74 -4.66  -0.08
H: -7.88 -3.03 -4.08  0.08
H: -7.20 -2.04 -2.80  0.07
H: -6.09 -3.08 -3.56  0.08
H: -7.46 -0.68 -4.79  0.11
H: -6.69 -1.88 -5.83  0.11
H: -5.46 -0.14 -5.40  0.08
C: 4.81 -2.67 5.58  -0.10
C: 4.28 -3.26 4.29  -0.34
O: 4.05 -4.63 4.47  -0.08
H: 4.30 -3.07 6.46  0.07
H: 4.83 -1.58 5.63  0.07
H: 5.85 -2.96 5.75  0.07
H: 4.99 -3.13 3.48  0.12
H: 3.31 -2.80 4.11  0.11
H: 3.39 -4.67 5.17  0.08
C: 5.85 4.67 1.13  -0.09
C: 4.36 4.20 1.11  -0.35
O: 4.02 3.78 -0.15  -0.06
H: 6.56 3.87 0.91  0.07
H: 6.08 5.25 2.03  0.07
H: 6.18 5.35 0.35  0.06
H: 3.76 5.07 1.38  0.11
H: 4.35 3.40 1.84  0.11
H: 3.12 3.47 -0.10  0.09

# 6
Entry from the OMol25 dataset: a structure of composition C17H29CsN3OTa at a distorted geometry (ωB97M-V/def2-TZVPD).

Properties
max |F|	3.3	eV Å⁻¹
spin multiplicity	1
net charge	+2

Last column: Löwdin charge in e.
Geometry (Å):
N: -0.70 1.60 -0.95  -0.03
C: -1.48 2.24 -1.63  -0.46
O: -2.25 3.08 -2.00  -0.03
Cs: -2.88 3.87 0.61  1.19
Ta: -0.12 0.28 0.40  1.77
N: 1.74 0.55 0.88  -0.28
N: -0.39 -1.24 -0.74  -0.26
C: 2.98 0.71 0.10  -0.66
C: -0.68 -1.52 -2.16  -0.66
C: 4.10 1.26 0.99  -0.03
C: 3.34 -0.69 -0.40  -0.03
C: 2.74 1.68 -1.05  -0.04
C: -2.16 -1.26 -2.37  -0.03
C: -0.34 -2.96 -2.50  -0.03
C: 0.16 -0.59 -3.02  -0.04
H: 3.78 2.18 1.51  0.10
H: 4.95 1.51 0.34  0.11
H: 4.44 0.52 1.72  0.09
H: 3.57 -1.35 0.44  0.09
H: 4.22 -0.62 -1.06  0.11
H: 2.51 -1.14 -0.98  0.06
H: 1.93 1.35 -1.72  0.05
H: 3.67 1.76 -1.64  0.11
H: 2.50 2.68 -0.66  0.10
H: -2.76 -1.88 -1.68  0.09
H: -2.42 -1.53 -3.40  0.11
H: -2.42 -0.21 -2.21  0.06
H: -1.00 -3.66 -1.99  0.09
H: 0.70 -3.18 -2.24  0.10
H: -0.46 -3.09 -3.58  0.11
H: -0.09 -0.80 -4.08  0.11
H: 1.23 -0.79 -2.86  0.09
H: -0.04 0.46 -2.83  0.04
C: 1.88 0.03 2.27  -0.11
H: 0.89 -0.14 2.73  0.06
H: 2.45 -0.91 2.28  0.10
H: 2.41 0.78 2.89  0.10
C: -0.56 -2.34 0.26  -0.10
H: -0.60 -1.93 1.29  0.07
H: -1.51 -2.88 0.09  0.11
H: 0.28 -3.05 0.20  0.11
C: -3.97 1.32 3.26  -0.07
C: -4.18 0.71 2.02  -0.08
C: -3.08 0.38 1.22  -0.16
C: -1.78 0.69 1.67  -0.39
C: -1.58 1.27 2.94  -0.14
C: -2.69 1.57 3.74  -0.07
H: -4.84 1.56 3.90  0.13
H: -5.19 0.46 1.68  0.13
H: -3.22 -0.18 0.28  0.10
H: -0.55 1.43 3.31  0.09
H: -2.53 1.98 4.75  0.13

no.,LUMO energy (Eh)
1,0.02199
2,-0.15605
3,0.01386
4,-0.03691
5,0.01896
6,-0.26897